{"formula": "C23H42Cl2N5O4S2", "method": "wB97M-V/def2-TZVPD", "lumo_energy_ev": -3.2, "spin_multiplicity": 1, "charge": 1, "elements": ["C", "C", "O", "O", "C", "N", "C", "C", "C", "N", "C", "C", "C", "C", "S", "C", "S", "N", "C", "C", "O", "C", "C", "N", "C", "C", "C", "C", "N", "C", "C", "C", "O", "H", "H", "H", "H", "H", "H", "H", "H", "H", "H", "H", "H", "H", "H", "H", "H", "H", "H", "H", "H", "H", "H", "H", "H", "H", "H", "H", "H", "H", "H", "H", "H", "H", "H", "H", "H", "H", "H", "H", "H", "C", "Cl", "Cl", "H", "H"], "positions_angstrom": [[5.54897, -3.94393, 2.95767], [4.97619, -2.75811, 3.88760], [4.76102, -2.95138, 5.10643], [4.70771, -1.50851, 3.22905], [3.26189, -1.37321, 3.23337], [2.71939, -0.56171, 2.11514], [2.06991, 0.71992, 2.39165], [1.82702, 1.52584, 3.74871], [3.07533, 2.52742, 3.96757], [3.44009, 3.27674, 2.70029], [1.62918, 1.17536, 0.98152], [0.80290, 2.54496, 0.70855], [-0.75319, 2.07277, 0.57488], [-1.80782, 3.25346, 0.91021], [-3.01464, 2.56615, 2.15494], [-3.65152, 0.90634, 1.53319], [-2.97992, -0.51825, 2.14210], [-4.72648, 0.97845, 0.52633], [-4.41965, 0.21402, -0.71701], [-4.96697, -1.29229, -0.74551], [-6.43721, -1.19552, -0.64766], [-6.66307, -0.77560, 0.72058], [-6.08005, 0.67563, 1.08621], [2.04959, 0.20987, -0.04827], [1.79778, 0.38315, -1.50681], [0.76658, -0.67740, -2.13580], [0.40615, -0.13581, -3.63420], [-0.77306, 0.98696, -3.57620], [-1.36711, 1.24279, -4.93480], [2.70344, -0.83568, 0.69081], [3.31707, -2.17553, 0.01845], [2.12206, -3.29356, 0.15177], [0.89397, -2.61104, 0.59174], [6.57474, -3.62997, 2.55597], [4.87148, -4.14551, 2.05086], [5.66315, -4.92023, 3.55637], [2.75602, -2.41457, 3.18533], [2.95331, -0.91646, 4.24771], [0.90057, 2.19633, 3.57796], [1.64523, 0.85698, 4.65987], [4.03744, 1.99683, 4.31430], [2.84316, 3.32259, 4.75707], [3.59944, 4.27012, 2.91580], [4.33979, 2.91936, 2.32425], [0.95142, 3.23178, 1.62682], [1.20192, 3.03397, -0.24476], [-0.99872, 1.61665, -0.44423], [-0.88341, 1.26884, 1.40059], [-2.28497, 3.62136, -0.06035], [-1.23559, 4.14986, 1.35393], [-4.72192, 0.76679, -1.68971], [-3.26144, 0.14048, -0.77402], [-4.73830, -1.80976, -1.74426], [-4.61482, -1.91592, 0.14504], [-7.81267, -0.70874, 0.85778], [-6.33128, -1.61211, 1.45223], [-5.96758, 0.69664, 2.24135], [-6.84790, 1.51314, 0.85697], [1.34898, 1.42808, -1.68946], [2.81218, 0.37485, -2.06510], [-0.19716, -0.80429, -1.51762], [1.33472, -1.67241, -2.25471], [1.35534, 0.42808, -3.98731], [0.18002, -0.97809, -4.36970], [-0.36965, 1.98390, -3.16868], [-1.62450, 0.59968, -2.90698], [-2.13230, 1.92631, -4.80339], [-0.66558, 1.74908, -5.51709], [3.49959, -2.05944, -1.10093], [4.20783, -2.58999, 0.60387], [2.39230, -4.07670, 0.94155], [1.89581, -3.75967, -0.86602], [0.28578, -3.26509, 1.00318], [-2.36317, -0.17010, -7.88575], [-4.11406, -0.22261, -8.12337], [-1.63774, -1.76411, -8.12925], [-1.92964, 0.52914, -8.59991], [-2.15344, 0.16264, -6.86872]], "mulliken_charge": [-0.73, 0.71, -0.51, -0.34, -0.65, 0.55, 0.01, -0.95, -0.60, -0.47, 0.48, -1.33, 0.22, -0.54, -0.17, 0.01, -0.11, 0.13, 0.14, -0.45, -0.39, -0.37, -0.52, 0.76, -1.15, 0.37, -0.88, -0.09, -0.56, -0.03, -0.89, -0.54, -0.45, 0.30, 0.14, 0.32, 0.40, 0.29, 0.23, 0.49, 0.26, 0.40, 0.24, 0.22, 0.43, 0.38, -0.01, 0.10, 0.36, 0.40, 0.24, -0.34, 0.31, 0.25, 0.31, 0.25, 0.30, 0.34, 0.16, 0.19, 0.13, 0.19, 0.33, 0.32, 0.26, -0.12, 0.26, 0.27, 0.40, 0.30, 0.36, 0.32, 0.29, 0.30, -0.16, -0.17, 0.26, -0.19]}

=====

{"formula": "C33H29ClN7O4PtS", "method": "wB97M-V/def2-TZVPD", "lumo_energy_ev": -10.4, "spin_multiplicity": 1, "charge": 3, "elements": ["Pt", "C", "O", "C", "N", "C", "C", "C", "C", "C", "C", "C", "C", "C", "C", "C", "C", "N", "C", "N", "C", "C", "O", "C", "C", "C", "C", "C", "C", "H", "H", "H", "H", "H", "H", "H", "H", "H", "H", "H", "H", "H", "H", "H", "H", "H", "H", "H", "C", "C", "N", "N", "C", "S", "N", "N", "H", "H", "H", "H", "H", "H", "Cl", "C", "C", "C", "C", "C", "C", "C", "O", "O", "H", "H", "H", "H"], "positions_angstrom": [[-0.68463, -0.89866, 0.46440], [2.27988, -4.08155, 1.13639], [1.25953, -4.44891, 0.11820], [0.48516, -3.42406, 0.00441], [0.68236, -2.41083, 0.77137], [1.77811, -2.73678, 1.72042], [2.86607, -1.70091, 1.89085], [2.77749, -0.41912, 1.36707], [3.83389, 0.47178, 1.51703], [4.96457, 0.09426, 2.22052], [5.05302, -1.18487, 2.75383], [4.00152, -2.07629, 2.60203], [-0.62987, -3.38591, -0.93946], [-1.03772, -4.35254, -1.83697], [-2.13691, -4.06968, -2.64530], [-2.77904, -2.83388, -2.55513], [-2.30830, -1.92225, -1.63243], [-1.27491, -2.22531, -0.84716], [-2.79280, -0.56695, -1.36715], [-2.28957, 0.11028, -0.38340], [-3.02953, 1.42486, -0.30900], [-3.90254, 1.34539, -1.58763], [-3.71249, -0.03060, -2.08864], [-2.24840, 2.71678, -0.21796], [-3.00316, 3.89113, -0.23444], [-2.37532, 5.12382, -0.16047], [-0.99090, 5.19665, -0.05180], [-0.24045, 4.03518, -0.04009], [-0.87235, 2.79630, -0.11847], [3.22810, -3.96929, 0.61734], [2.33462, -4.89145, 1.85464], [1.31607, -2.89260, 2.70040], [1.90679, -0.11082, 0.80938], [3.77202, 1.45861, 1.07612], [5.77018, 0.79940, 2.37310], [5.93701, -1.48705, 3.29928], [4.07315, -3.06831, 3.03732], [-0.50930, -5.29580, -1.89113], [-2.49329, -4.81142, -3.34899], [-3.62117, -2.57573, -3.18450], [-3.66503, 1.37166, 0.57994], [-3.56403, 2.02909, -2.36173], [-4.96350, 1.47812, -1.40636], [-4.08483, 3.84678, -0.31602], [-2.96681, 6.02934, -0.18627], [-0.50305, 6.15900, 0.02545], [0.83929, 4.07933, 0.01354], [-0.26159, 1.91495, -0.15702], [-1.50049, 2.57690, 4.38053], [-1.93107, 1.17410, 4.18217], [-2.74901, 0.49443, 4.91577], [-2.84794, -0.73934, 4.32407], [-2.10548, -0.83609, 3.24119], [-1.84913, -2.13227, 2.15675], [-1.51344, 0.35538, 3.12237], [-0.62826, 0.64539, 2.07693], [-1.84062, 2.90272, 5.36097], [-1.94705, 3.23310, 3.62985], [-0.41499, 2.67465, 4.33502], [-3.44233, -1.44710, 4.73731], [-0.92587, 1.51770, 1.61181], [0.32345, 0.77773, 2.43284], [3.05269, 0.18450, -7.21907], [2.50855, 0.25435, -5.59206], [1.45562, -0.55733, -5.18826], [1.02547, -0.50209, -3.87595], [1.65442, 0.34754, -2.96397], [2.68635, 1.18144, -3.38889], [3.11975, 1.12479, -4.70028], [1.26325, 0.39723, -1.54178], [1.60682, 1.26950, -0.77909], [0.50610, -0.66090, -1.16874], [0.98896, -1.22316, -5.90102], [0.20682, -1.13103, -3.54791], [3.14865, 1.86241, -2.68811], [3.93141, 1.75424, -5.03795]], "mulliken_charge": [2.71, -0.66, -0.45, 0.84, 0.11, -0.01, -0.11, 0.94, -1.32, -0.64, -0.75, -0.68, -0.01, -0.48, -0.79, -0.50, -0.06, 0.49, 0.66, -0.35, -0.03, -0.53, -0.39, 0.60, -0.91, -0.75, -0.69, -1.26, 1.18, 0.42, 0.39, 0.43, 0.03, 0.53, 0.45, 0.43, 0.45, 0.69, 0.56, 0.67, 0.44, 0.38, 0.39, 0.47, 0.46, 0.48, 0.53, -0.47, -1.22, 0.90, -0.69, 0.25, 0.26, -0.38, 0.17, -0.96, 0.38, 0.29, 0.36, 0.20, -0.04, 0.54, -0.15, 0.34, -0.98, 0.04, 0.10, -0.49, -0.85, 0.62, -0.69, -0.60, 0.44, 0.27, 0.49, 0.46]}

=====

{"formula": "C4H10O2", "method": "wB97M-V/def2-TZVPD", "lumo_energy_ev": 1.1, "spin_multiplicity": 1, "elements": ["C", "O", "C", "C", "O", "C", "H", "H", "H", "H", "H", "H", "H", "H", "H", "H"], "positions_angstrom": [[2.44618, 0.22753, 0.45654], [2.17393, -0.31691, -0.80380], [0.94963, -0.88281, -0.71459], [-0.38041, 0.52797, -0.12963], [-1.34489, -0.42843, 0.17064], [-2.65892, 0.04369, 0.20556], [3.34153, 0.88619, 0.39460], [1.40521, 0.60426, 0.70241], [2.61420, -0.61462, 1.13293], [0.81135, -1.36450, -1.70450], [0.69916, -1.55953, 0.12867], [-0.52814, 1.39877, 0.61734], [-0.47920, 1.01310, -1.10392], [-2.80108, 0.81608, 0.98003], [-2.95641, 0.46639, -0.76565], [-3.29211, -0.81719, 0.43336]], "mulliken_charge": [-0.41, -0.32, -0.43, -0.64, -0.29, -0.72, 0.24, 0.20, 0.26, 0.31, 0.32, 0.32, 0.34, 0.29, 0.30, 0.23]}

=====

Gap between HOMO and LUMO (Ha)
0.270; 0.183; 0.371
ΔE to the lowest compared entry with this formula, charge and spin (eV)
7.410; 0.000; 4.553